Computed, not measured: a structure of composition C19H32AsF5N6OS2Sn, with ωB97M-V with the def2-TZVPD basis set.

Structure (XYZ):
```
67
Properties=species:S:1:pos:R:3:forces:R:3:lowdin_charge:R:1
Sn -0.2847 -0.9036 -0.0937 0.1 0.1 0.1 1.28
N 2.1939 -4.8532 1.8728 -0.2 0.2 0.1 0.12
C 1.3675 -3.9744 1.2673 0.2 -0.2 0.0 -0.65
S 1.9017 -3.5203 -0.3998 -0.3 0.1 -0.2 1.07
N 0.2799 -3.6197 1.8303 0.0 0.2 0.3 0.02
N -0.6430 -2.7831 1.1994 0.1 -0.3 -0.2 -0.14
C -1.8523 -3.1327 1.5005 -0.3 0.1 -0.2 -0.05
C -3.0832 -2.6158 0.9503 0.2 -0.2 0.2 -0.17
C -4.2772 -3.0017 1.5972 0.0 0.0 0.1 -0.03
C -5.5043 -2.6603 1.0903 0.0 0.1 -0.1 -0.06
C -5.5599 -1.9534 -0.1183 0.0 0.0 0.0 -0.04
C -4.4110 -1.5839 -0.7858 0.0 0.0 0.0 0.00
C -3.1495 -1.8897 -0.2568 0.0 0.0 -0.1 -0.38
O -2.0621 -1.4777 -0.9002 -0.2 -0.2 0.0 -0.33
H 3.0129 -5.1963 1.4076 0.0 0.0 0.0 0.09
H 1.9147 -5.2627 2.7502 0.0 0.0 0.0 0.13
H -1.9383 -3.9472 2.2170 -0.1 0.0 0.0 0.14
H -4.2080 -3.5850 2.5098 0.0 0.0 0.0 0.12
H -6.4124 -2.9520 1.5997 0.0 0.0 0.0 0.12
H -6.5234 -1.6986 -0.5431 0.0 0.0 0.0 0.12
H -4.4511 -1.0579 -1.7320 0.0 0.0 0.0 0.13
N 0.5814 3.7049 -0.0147 -0.2 0.0 0.1 0.18
C 0.0046 2.6536 0.9033 -0.1 0.0 0.1 -0.34
C 0.7156 2.5837 2.2431 0.0 0.1 0.0 -0.09
C 0.1736 1.4086 3.0624 0.0 -0.1 0.0 -0.35
N 0.5590 0.1131 2.4612 0.0 0.0 0.0 0.01
C -1.3438 1.4936 3.1835 -0.1 0.0 0.0 -0.10
C -2.0952 1.7306 1.8728 0.1 0.0 -0.1 -0.32
N -2.1110 0.5113 1.0285 0.1 -0.1 0.2 0.02
C -1.4870 2.8887 1.0821 0.0 -0.1 -0.1 -0.09
H 1.5508 3.9191 0.2143 0.0 0.0 0.0 0.16
H 0.0478 4.5732 0.0228 0.0 0.0 0.0 0.17
H 0.5255 3.3097 -1.0037 0.1 0.0 0.0 -0.02
H 0.1528 1.7193 0.3696 0.1 0.0 -0.1 0.03
H 0.5294 3.5016 2.8109 0.1 0.0 0.0 0.14
H 1.7995 2.4889 2.1146 0.0 0.0 0.0 0.13
H 0.5963 1.4954 4.0649 0.0 0.0 0.1 0.15
H 0.2586 -0.6332 3.0844 0.0 0.0 0.0 0.09
H 1.5697 0.0342 2.4355 0.1 0.0 0.0 0.08
H -1.5903 2.3138 3.8615 0.0 0.0 0.0 0.14
H -1.7211 0.5829 3.6603 0.0 0.1 0.0 0.13
H -3.1181 2.0023 2.1383 -0.1 0.0 -0.1 0.15
H -2.6868 0.6550 0.2008 0.0 0.1 0.0 0.10
H -2.5953 -0.2261 1.5405 0.0 0.0 0.0 0.09
H -1.6571 3.8215 1.6316 0.0 0.0 0.0 0.14
H -1.9820 2.9796 0.1087 0.0 0.0 0.1 0.13
F 3.0029 -1.2591 -0.9478 -0.1 0.1 0.1 0.03
C 3.1165 -2.2266 -0.0080 0.3 0.0 0.0 -0.72
F 2.8944 -1.6790 1.2042 -0.1 0.1 0.0 0.07
C 4.5964 -2.6866 -0.0555 -0.1 0.0 -0.1 -0.62
F 5.3757 -1.6873 0.3406 0.0 0.0 0.0 0.20
F 4.7906 -3.7316 0.7447 0.0 0.0 0.0 0.17
F 4.9004 -3.0240 -1.3024 0.1 0.0 0.0 0.19
C 3.3797 2.0009 -3.1213 0.1 0.0 0.0 -0.25
As 1.6386 1.9880 -3.9251 -0.2 0.0 0.2 0.71
C 1.4964 3.5971 -4.9638 0.0 0.0 -0.1 -0.23
C 1.5663 0.5053 -5.1245 0.0 -0.1 -0.1 -0.24
S 0.1024 1.8411 -2.4622 0.1 0.1 -0.1 0.13
H 3.6119 3.0212 -2.8228 0.0 0.0 0.1 0.04
H 4.1291 1.6620 -3.8370 0.0 0.0 0.0 0.05
H 3.3683 1.3426 -2.2573 0.0 0.0 0.0 0.02
H 2.4606 4.0996 -4.9855 0.0 0.0 0.0 0.04
H 0.7442 4.2309 -4.5055 0.0 0.1 0.0 0.03
H 1.1952 3.3520 -5.9803 0.0 0.0 0.0 0.05
H 2.3170 0.6328 -5.9038 0.0 0.0 0.0 0.05
H 0.5718 0.4716 -5.5617 0.0 0.0 0.0 0.05
H 1.7546 -0.4067 -4.5649 0.0 -0.1 0.0 0.04
```
Forces are in eV/Å.

Results
Total charge ... +2
LUMO energy ... -5.0 eV
Energy relative to the best compared isomer or geometry (same formula, charge and spin) ... 43.1 kJ/mol
Frontier orbital gap ... 8.17 eV